This record from the OMol25 dataset describes a molecular structure, C35H43N2O3SbSeY. The level of theory is the ωB97M-V functional and the def2-TZVPD basis.

Element x y z (Å)
Y: -0.73972 -0.17132 0.24713
C: -1.61615 -3.34259 1.01221
O: -1.70863 -1.93682 1.38465
C: -2.11140 -1.78402 2.76646
C: -2.59596 -0.37056 2.94135
O: -1.58940 0.47376 2.34536
C: -1.85338 1.89485 2.43464
C: -2.64270 2.34292 1.22660
O: -1.98649 1.78933 0.06120
C: -2.44524 2.41481 -1.16644
H: -0.97686 -3.86044 1.72497
H: -1.18540 -3.38261 0.01621
H: -2.61620 -3.77206 1.00730
H: -1.24897 -2.00588 3.39891
H: -2.91255 -2.49036 2.98706
H: -2.69810 -0.12371 3.99768
H: -3.55166 -0.21395 2.43491
H: -0.87721 2.37683 2.46795
H: -2.39014 2.12016 3.35565
H: -2.63573 3.43204 1.16175
H: -3.67752 1.99448 1.23280
H: -3.52505 2.30307 -1.25385
H: -1.95626 1.90634 -1.99525
H: -2.16773 3.46770 -1.15702
C: -2.09808 -0.04259 -5.09990
N: -0.74694 -0.44455 -4.71658
C: -0.36148 -1.00843 -3.57018
Se: -1.49741 -1.43203 -2.12348
N: 0.94520 -1.29859 -3.65117
C: 1.43362 -0.91683 -4.89716
C: 2.69114 -1.02112 -5.47621
C: 2.80582 -0.54891 -6.76939
C: 1.71391 0.00223 -7.46023
C: 0.46390 0.09951 -6.88185
C: 0.35312 -0.37458 -5.58027
H: -2.75597 -0.13517 -4.24163
H: -2.45029 -0.68850 -5.90162
H: -2.07929 0.99107 -5.43914
H: 1.47145 -1.75689 -2.91991
H: 3.52901 -1.45523 -4.95142
H: 3.76180 -0.61063 -7.27075
H: 1.85692 0.35152 -8.47313
H: -0.37746 0.51251 -7.42072
C: 4.79937 0.76942 -0.83261
C: 4.54265 -0.60632 -1.38717
C: 5.38880 -1.08320 -2.39425
C: 5.25020 -2.35069 -2.93097
C: 4.22681 -3.18773 -2.49443
C: 3.36349 -2.73132 -1.51510
C: 3.52762 -1.45483 -0.95348
Sb: 2.11851 -1.18881 0.60935
C: 1.76818 0.88967 1.07766
C: 1.91872 1.34302 2.39734
C: 1.74410 2.67926 2.70711
C: 1.37012 3.58197 1.71287
C: 1.15235 3.14090 0.42145
C: 1.35570 1.79821 0.07734
C: 1.27077 1.40121 -1.38098
C: 2.83337 -1.97231 2.41512
C: 1.93261 -2.80509 3.08254
C: 2.27181 -3.37776 4.29802
C: 3.52172 -3.10988 4.83806
C: 4.41229 -2.28248 4.16875
C: 4.09632 -1.69449 2.94664
C: 5.09398 -0.81325 2.25203
H: 5.78793 0.81412 -0.37470
H: 4.07535 1.06465 -0.07724
H: 4.78578 1.51463 -1.63084
H: 6.18670 -0.43949 -2.74605
H: 5.94756 -2.69476 -3.68335
H: 4.11451 -4.18488 -2.89857
H: 2.57345 -3.39097 -1.16662
H: 2.22445 0.64708 3.17143
H: 1.92042 3.02899 3.71621
H: 1.25404 4.63095 1.95297
H: 0.87127 3.84901 -0.34941
H: 0.85353 2.20314 -1.98885
H: 0.68391 0.49051 -1.62774
H: 2.26655 1.16984 -1.76755
H: 0.96835 -3.03223 2.64004
H: 1.58145 -4.03498 4.80885
H: 3.80900 -3.54987 5.78345
H: 5.38302 -2.08475 4.60609
H: 5.94635 -0.61423 2.89739
H: 4.66189 0.14990 1.97046
H: 5.46845 -1.29205 1.34279

Output
* HOMO level: -0.5898 Ha
* E_LUMO: -8.1 eV
* Kohn-Sham gap: 7.93 eV
* net charge: +3

=====

This record from the OMol25 dataset describes 4 unconnected molecules or ions with the total composition C35H44BF2IN5O5 in a non-equilibrium geometry. The level of theory is the ωB97M-V functional and the def2-TZVPD basis.

Element x y z (Å)
C: 0.59933 -3.46182 -4.80681
O: 1.94955 -4.01972 -4.63255
B: 2.77217 -3.19664 -3.72447
O: 4.21806 -3.53491 -3.60780
C: 2.20990 -1.93855 -2.79112
C: 1.50734 -2.42913 -1.35475
F: 1.44483 -3.90207 -1.02395
C: 0.90034 -1.31599 -0.30649
C: 0.21883 -1.82099 1.09641
O: 0.21933 -1.12125 2.26105
O: -0.42835 -3.17141 1.18851
C: 0.11991 -3.92909 2.32958
C: 1.75720 -3.96127 2.41418
F: -0.38150 -5.34489 2.34041
C: 1.08140 0.26832 -0.77000
C: 0.47502 1.39784 0.27174
C: -1.19581 1.32722 0.29988
C: -1.71632 1.71541 1.83681
N: -3.08872 1.19836 2.27745
O: -0.99230 2.43467 2.70111
C: 1.83701 0.62447 -2.20696
C: 1.98907 2.26037 -2.50134
C: 0.64649 2.92105 -3.18587
C: -0.08800 2.13390 -4.42402
C: -1.40119 2.76225 -5.18260
C: -2.03874 4.22107 -4.71627
C: -1.30512 5.02459 -3.45664
C: 0.02418 4.37797 -2.70288
C: 0.67913 5.30295 -1.49240
N: 2.35486 -0.45301 -3.18319
C: 3.01333 -0.09171 -4.52980
C: 4.64736 -0.21370 -4.51712
C: 5.37523 0.21933 -3.11693
I: 6.89804 -1.36520 -2.72580
H: 0.06931 -3.48832 -3.75790
H: 0.02710 -4.16866 -5.57645
H: 0.64168 -2.38044 -5.26247
H: 4.47879 -3.93367 -4.49254
H: -0.25599 -3.45926 3.35810
H: 2.07978 -5.03692 2.80726
H: 2.18450 -3.18108 3.20703
H: 2.31293 -3.74973 1.40489
H: 0.93794 1.22399 1.35823
H: 0.73132 2.50395 -0.00972
H: -1.57657 2.23249 -0.37865
H: -1.61636 0.30558 -0.08572
H: -2.93992 0.15732 2.37308
H: -3.70580 1.33026 1.42206
H: 2.30676 2.80070 -1.48526
H: 2.88787 2.49662 -3.25065
H: 0.33468 1.10634 -4.79202
H: -1.90730 2.21294 -6.08627
H: -2.97869 4.63979 -5.28732
H: -1.75246 6.06795 -3.13438
H: -0.00443 5.20156 -0.54703
H: 1.75417 4.90106 -1.18800
H: 0.72003 6.42765 -1.85527
H: 2.57408 -0.74492 -5.42808
H: 2.77234 1.03059 -4.85792
H: 5.04507 0.54375 -5.34977
H: 4.96643 -1.28949 -4.91962
H: 5.92195 1.25305 -3.29386
H: 4.66565 0.34717 -2.19627
N: -0.11963 0.05013 5.62040
C: 1.00647 0.22326 6.38228
C: 1.15866 -0.89142 7.17634
C: 0.08997 -1.77033 6.87858
C: -0.68226 -1.16512 5.91249
H: -0.47877 0.71465 4.94729
H: 1.60061 1.12309 6.29556
H: 1.95418 -1.05450 7.89180
H: -0.09590 -2.74060 7.32076
H: -1.58229 -1.49376 5.41019
N: -0.25685 -2.58593 10.34065
C: 0.10506 -3.87243 10.64473
C: -0.54967 -4.23702 11.79998
C: -1.33880 -3.13356 12.20359
C: -1.14118 -2.12896 11.28291
H: 0.07579 -2.05686 9.54499
H: 0.79687 -4.41632 10.01560
H: -0.46869 -5.19472 12.29756
H: -1.98248 -3.07798 13.07196
H: -1.55203 -1.13025 11.21852
N: -5.00871 3.11563 -6.70683
C: -5.81718 3.29030 -7.79971
C: -7.12356 3.13979 -7.39114
C: -7.10249 2.87071 -6.00176
C: -5.78404 2.86448 -5.60479
H: -3.99820 3.16523 -6.71242
H: -5.39475 3.50460 -8.77225
H: -7.99738 3.21678 -8.02505
H: -7.95711 2.70050 -5.35978
H: -5.33236 2.70195 -4.63529

Output
* HOMO level: -0.3323 Ha
* E_LUMO: -5.9 eV
* Kohn-Sham gap: 3.13 eV
* net charge: +1

=====

This record from the OMol25 dataset describes a molecular structure, C35H44BiCl5N5O3PS. The level of theory is the ωB97M-V functional and the def2-TZVPD basis.

Element x y z (Å)
Bi: -0.68135 -0.65941 1.18149
Cl: 1.76410 -2.71540 0.46925
C: 0.23493 -3.47664 0.10156
C: -0.92684 -2.74150 0.19461
C: -2.10114 -3.26934 -0.47810
Cl: -3.78904 -0.96218 -0.15570
C: -2.03376 -4.63080 -0.93084
Cl: -3.43495 -5.35785 -1.60819
C: -0.87964 -5.38851 -0.84194
Cl: -0.85318 -7.01814 -1.35723
C: 0.29469 -4.79318 -0.37512
Cl: 1.76810 -5.65253 -0.39791
O: 1.62208 1.07313 2.63245
C: 1.54295 -0.00227 3.22121
N: 0.73976 -1.03294 2.82256
C: 0.90785 -2.15075 3.66084
O: 0.31823 -3.18926 3.52467
C: 1.91681 -1.75602 4.68794
C: 2.44558 -2.46682 5.74319
C: 3.37405 -1.80927 6.54779
C: 3.74589 -0.49261 6.29322
C: 3.20595 0.21493 5.22138
C: 2.29050 -0.44567 4.42958
H: 2.14816 -3.48864 5.93614
H: 3.81288 -2.32799 7.38937
H: 4.46382 -0.01196 6.94402
H: 3.48474 1.24242 5.02841
C: 3.94382 4.44874 -0.31251
N: 4.34354 3.57989 -1.52897
C: 5.04422 2.30666 -0.99801
N: 4.23044 1.63495 -0.05494
C: 3.89803 2.51732 1.06744
N: 3.16965 3.70204 0.60652
C: 1.80814 3.37740 0.13834
P: 1.93916 2.27213 -1.29959
C: 3.13573 3.21932 -2.33406
C: 3.03897 0.98498 -0.63828
H: 3.40276 5.30786 -0.70720
H: 4.88197 4.76967 0.13923
H: 5.00341 4.10316 -2.10872
H: 5.96822 2.65325 -0.53584
H: 5.26788 1.68893 -1.86698
H: 4.82810 2.84210 1.53564
H: 3.28862 1.98281 1.79167
H: 1.26850 4.29281 -0.11429
H: 1.26973 2.86777 0.94027
H: 2.66337 4.13128 -2.70370
H: 3.44312 2.61615 -3.18995
H: 3.33896 0.27332 -1.41137
H: 2.50986 0.43387 0.14239
C: -3.23892 -2.54687 -0.89006
N: -5.14451 -0.79750 -0.97824
C: -6.32679 -0.82780 -0.12749
C: -3.78269 0.59042 0.84975
C: -3.49402 0.28619 2.22198
C: -4.41111 0.67702 3.22067
C: -4.29422 0.21853 4.51463
C: -3.27071 -0.66309 4.84836
C: -2.33302 -1.03273 3.89781
C: -2.40796 -0.54570 2.59556
H: -3.94443 -2.91642 -1.63694
H: -4.29705 -1.65222 0.92161
H: -2.61368 -1.10448 0.46938
H: -3.30281 0.78177 -3.02045
H: -6.21767 -1.48465 0.75114
H: -7.15212 -1.24755 -0.70062
H: -6.63153 0.16188 0.22879
H: -4.20299 1.48484 0.41420
H: -3.15668 -0.27308 -1.15157
H: -5.23966 1.31640 2.94137
H: -5.00980 0.53001 5.26358
H: -3.19166 -1.04814 5.85638
H: -1.53478 -1.70541 4.17868
C: 0.45337 2.25339 -5.44529
C: -1.04555 1.98794 -5.50173
C: -1.77436 2.30185 -4.19534
S: -1.96294 0.95833 -2.93821
O: 0.73871 1.88050 -2.07167
C: -1.46167 -0.65250 -3.63418
C: -0.11632 -1.11523 -3.09482
C: 0.13503 -2.56425 -3.49263
H: 0.90572 2.05125 -6.41518
H: 0.93355 1.62243 -4.69505
H: 0.64902 3.29815 -5.19687
H: -1.22477 0.96473 -5.82885
H: -1.51321 2.60498 -6.27047
H: -2.79232 2.63654 -4.38097
H: -1.24395 3.05873 -3.62120
H: -1.45848 -0.56995 -4.71759
H: -2.26909 -1.33027 -3.34735
H: -0.10189 -1.01143 -2.00801
H: 0.67153 -0.46578 -3.48012
H: -0.64847 -3.21855 -3.10647
H: 1.08835 -2.90808 -3.09134
H: 0.16917 -2.68141 -4.57691

Output
* HOMO level (spin up / spin down): -0.4346 / -0.4311 Ha
* E_LUMO (spin up / spin down): -5.1 / -5.5 eV
* Kohn-Sham gap (spin up / spin down): 6.73 / 6.21 eV
* net charge: +2

=====

This record from the OMol25 dataset describes a molecular structure, C35H44Cl2NOP3Zr in a non-equilibrium geometry. The level of theory is the ωB97M-V functional and the def2-TZVPD basis.

Element x y z (Å)
P: 1.13821 1.05084 -1.98624
C: 2.88581 1.34134 -2.38354
C: 3.44361 0.80104 -3.54194
H: 2.86421 0.14234 -4.17284
C: 4.75411 1.09454 -3.88424
H: 5.18131 0.66564 -4.77994
C: 5.51421 1.93124 -3.08024
H: 6.53711 2.15734 -3.34804
C: 4.95821 2.48124 -1.93404
H: 5.54501 3.13534 -1.30474
C: 3.64831 2.19474 -1.58554
H: 3.23531 2.63984 -0.69214
C: 0.60001 -0.33106 -3.03074
C: 1.14541 -1.59006 -2.77534
H: 1.90261 -1.70616 -2.01334
C: 0.72421 -2.68946 -3.50464
H: 1.15391 -3.66146 -3.30564
C: -0.23609 -2.53946 -4.49714
H: -0.55619 -3.39696 -5.07344
C: -0.77289 -1.28646 -4.75814
H: -1.51069 -1.16476 -5.53954
C: -0.36029 -0.18196 -4.02734
H: -0.79599 0.78594 -4.21754
C: 0.29311 2.56164 -2.53174
C: 0.72101 3.24334 -3.66934
H: 1.52761 2.85204 -4.27414
C: 0.11241 4.43544 -4.02674
H: 0.44191 4.96094 -4.91214
C: -0.90849 4.96104 -3.24484
H: -1.37439 5.89614 -3.52334
C: -1.31729 4.29484 -2.09844
H: -2.09799 4.71154 -1.47694
C: -0.71709 3.09704 -1.74134
H: -1.01129 2.58254 -0.83884
Zr: 0.18051 -0.38566 2.44216
C: -1.55789 -1.21966 1.94906
C: -1.98139 -1.21586 0.65556
H: -2.15719 -1.69716 2.72056
C: -1.03789 -0.59636 -0.32534
O: -1.67559 0.33374 -1.22464
H: -0.97609 0.70884 -1.77524
C: 0.12691 0.01604 0.44346
H: -0.63449 -1.35546 -1.00144
C: 1.05281 0.72744 -0.26044
Cl: -0.18889 -1.15396 4.74516
Cl: 2.35591 0.75824 2.67676
P: 1.41371 -2.39116 2.14766
C: 2.27811 -2.93916 3.65466
H: 1.54811 -3.34296 4.34856
H: 2.74901 -2.07836 4.11866
H: 3.02681 -3.69296 3.41996
C: 0.40111 -3.83866 1.67476
H: -0.06839 -3.65016 0.71206
H: -0.37729 -3.96436 2.42246
H: 0.99561 -4.74776 1.61466
C: 2.73341 -2.34986 0.88586
H: 3.22241 -1.38036 0.92876
H: 2.29501 -2.47036 -0.10044
H: 3.46721 -3.13576 1.05166
P: -3.45059 -1.96336 0.07656
C: -4.16069 -3.04706 1.33736
C: -3.12849 -2.95216 -1.40954
H: -4.42639 -2.47116 2.21896
H: -3.44209 -3.81026 1.62016
H: -5.05719 -3.52226 0.94746
H: -2.79389 -2.29806 -2.21014
H: -4.02929 -3.47116 -1.72704
H: -2.34799 -3.67846 -1.20164
C: -4.75269 -0.78596 -0.39174
H: -4.92919 -0.09956 0.43196
H: -5.67829 -1.30546 -0.63044
H: -4.41729 -0.22246 -1.25684
H: 1.93111 1.06564 0.26816
N: -0.94199 1.47034 2.84166
C: -0.93749 1.80074 4.22636
C: 0.20061 2.37154 4.82016
C: 0.22851 2.63484 6.19296
C: -0.88059 2.33504 6.98436
C: -2.02259 1.77444 6.40486
C: -2.05369 1.50844 5.03136
H: -0.39259 2.13304 2.27456
H: -1.88849 1.32524 2.46116
H: 1.07261 2.60654 4.22646
H: 1.11311 3.06574 6.64386
H: -0.85589 2.53014 8.04966
H: -2.88069 1.53814 7.02066
H: -2.93869 1.05894 4.59826

Output
* HOMO level: -0.4760 Ha
* E_LUMO: -6.4 eV
* Kohn-Sham gap: 6.60 eV
* net charge: +2